Record 1
# C3H6N3P

A 2-piece molecular cluster, C3H6N3P overall (the ωB97M-V functional and the def2-TZVPD basis, the OMol25 dataset).

XYZ file:
```
13
Properties=species:S:1:pos:R:3:lowdin_charge:R:1
C 0.37813 2.07191 -1.42945 -0.15
C 0.48752 2.51035 -0.08678 -0.17
N 0.94186 1.80406 0.89870 -0.06
N 1.43931 0.58066 0.70302 -0.35
P 1.44087 -0.27938 -0.65243 0.89
C 0.70235 0.83038 -1.85559 -0.31
H -0.03569 2.62223 -2.16717 0.06
H 0.07992 3.48723 -0.07058 0.09
H 0.50133 0.56114 -2.82831 0.02
N -0.80999 -2.44139 1.67561 0.00
H 0.21589 -2.37947 1.56001 -0.01
H -0.89939 -3.41119 1.48670 -0.02
H -0.84556 -2.32888 2.68138 0.00
```

Highest occupied orbital energy in eV: -9.00
SMILES: c1cnnpc1.N
Energy relative to the best compared isomer or geometry (same formula, charge and spin) in kcal per mole: 57.23



Record 2
# C47H39MgO6P3

C47H39MgO6P3 as an isolated structure (the ωB97M-V functional and the def2-TZVPD basis, the OMol25 dataset).

XYZ file:
```
96
Properties=species:S:1:pos:R:3:lowdin_charge:R:1
Mg 0.64196 -0.06542 -1.25275 0.80
O -1.23118 -0.69600 -1.52682 -0.04
C -1.44057 0.30887 -0.78114 -0.71
O -0.57430 0.62287 0.10608 -0.08
C -2.42308 1.34764 -1.22140 -0.21
P -1.32684 2.28373 -2.42812 1.12
C -0.34957 3.32528 -1.28262 -0.38
C 1.03557 3.25923 -1.39060 -0.11
C 1.85381 4.03030 -0.56668 -0.07
C 1.28044 4.87938 0.36136 -0.07
C -0.10765 4.95747 0.47230 -0.07
C -0.91564 4.18989 -0.34513 -0.09
C -2.46682 3.51058 -3.15657 -0.38
C -1.92180 4.46208 -4.01898 -0.10
C -2.71919 5.45176 -4.56603 -0.08
C -4.07552 5.49817 -4.26594 -0.09
C -4.62876 4.54660 -3.42593 -0.08
C -3.82751 3.55457 -2.87201 -0.09
H -2.77646 1.97956 -0.40710 0.09
H -3.23358 0.88081 -1.77784 0.10
H 1.49269 2.60872 -2.13112 0.10
H 2.92965 3.95931 -0.65535 0.11
H 1.90807 5.48133 1.00371 0.11
H -0.55408 5.62061 1.20172 0.11
H -1.99346 4.25988 -0.25800 0.10
H -0.86509 4.43040 -4.25949 0.11
H -2.28390 6.18742 -5.22868 0.10
H -4.69882 6.27280 -4.69266 0.10
H -5.68500 4.57313 -3.19462 0.10
H -4.27742 2.81865 -2.22046 0.09
C -0.18934 -0.31342 4.97358 -0.55
P -0.32974 -0.20090 3.12076 1.03
C 1.12400 0.84768 2.73737 -0.39
C 2.08075 0.35372 1.85693 -0.11
C 3.21022 1.09853 1.53484 -0.06
C 3.40060 2.34747 2.10664 -0.09
C 2.46812 2.84260 3.00997 -0.08
C 1.34154 2.09583 3.32201 -0.11
C -1.74279 0.98427 3.00308 -0.37
C -2.97953 0.53337 3.46812 -0.12
C -4.11299 1.32752 3.38862 -0.09
C -4.03480 2.59502 2.82917 -0.09
C -2.81710 3.04779 2.34258 -0.10
C -1.68408 2.24809 2.41899 -0.11
P 0.50062 -1.95153 5.48098 1.00
C 0.98312 -1.61358 7.22038 -0.40
C 0.33938 -0.66431 8.00865 -0.10
C 0.68288 -0.49705 9.34538 -0.09
C 1.67521 -1.27840 9.91310 -0.10
C 2.31979 -2.23568 9.13842 -0.09
C 1.97254 -2.40317 7.80927 -0.11
C 2.14112 -1.88367 4.65873 -0.42
C 3.12306 -0.94803 4.98975 -0.10
C 4.32341 -0.91364 4.30231 -0.08
C 4.56041 -1.81524 3.26852 -0.07
C 3.59560 -2.74850 2.92984 -0.07
C 2.39212 -2.78304 3.62683 -0.11
H -1.19836 -0.22490 5.38292 0.03
H 0.41611 0.51047 5.36320 0.05
H 1.97780 -0.64517 1.44358 0.09
H 3.93982 0.68277 0.85100 0.09
H 4.28299 2.92608 1.86423 0.11
H 2.61711 3.81124 3.47127 0.10
H 0.61971 2.49275 4.02676 0.11
H -3.06295 -0.46250 3.89036 0.10
H -5.05847 0.95489 3.76129 0.10
H -4.91501 3.22162 2.77047 0.10
H -2.74471 4.03461 1.90281 0.09
H -0.75222 2.60935 2.00822 0.08
H -0.43806 -0.04046 7.58640 0.09
H 0.17434 0.25076 9.93960 0.10
H 1.94704 -1.14472 10.95152 0.10
H 3.09522 -2.85268 9.57268 0.10
H 2.48658 -3.14891 7.21404 0.11
H 2.94303 -0.23915 5.79018 0.11
H 5.07125 -0.17545 4.56031 0.10
H 5.49472 -1.78318 2.72373 0.11
H 3.77155 -3.44470 2.11827 0.09
H 1.63384 -3.50920 3.35853 0.09
O 4.22533 -0.81365 -0.88685 0.07
C 3.20460 -1.41861 -1.12555 -0.59
O 2.17134 -0.90237 -1.74201 -0.12
C 3.04902 -2.84137 -0.67168 -0.14
C 1.83287 -3.33441 -0.22456 -0.02
C 1.70724 -4.63789 0.27314 0.02
C 2.84220 -5.40685 0.26602 -0.22
O 2.98570 -6.70024 0.68273 0.03
C 4.35289 -7.04536 0.44439 -0.12
O 5.01297 -5.89366 -0.08105 0.03
C 4.05432 -4.92282 -0.19160 -0.22
C 4.20094 -3.64343 -0.65241 0.07
H 0.94596 -2.71005 -0.24211 0.11
H 0.76614 -5.01963 0.63916 0.12
H 4.39738 -7.85599 -0.28659 0.14
H 4.82163 -7.33148 1.38782 0.14
H 5.15240 -3.25006 -0.97888 0.14
```

Highest occupied orbital energy in eV: -8.09
Energy relative to the best compared isomer or geometry (same formula, charge and spin) in kcal per mole: 15.04



Record 3
# C25H25AuF5N2O2PSSe2

C25H25AuF5N2O2PSSe2 as an isolated structure (the ωB97M-V functional and the def2-TZVPD basis, the OMol25 dataset).

XYZ file:
```
64
Properties=species:S:1:pos:R:3:lowdin_charge:R:1
Au 1.07191 0.72625 -0.02914 0.21
O 1.23989 2.59393 5.67765 -0.05
C 0.19287 1.74124 5.21135 -0.21
C 0.26470 1.61755 3.68813 -0.55
C 0.12252 3.02928 3.07431 -0.26
O 1.23336 3.88525 3.23828 -0.09
C -0.95253 0.78526 3.29182 -0.48
Se -1.01415 -0.02224 1.52316 0.76
C 1.59638 0.88915 3.33049 -0.55
Se 2.64405 1.46106 1.75569 0.52
H 1.22563 2.62155 6.63736 0.10
H -0.78341 2.14723 5.49989 0.13
H 0.29639 0.74289 5.65075 0.13
H -0.77953 3.49181 3.50496 0.13
H -0.03428 2.92692 2.00059 0.07
H 1.49128 3.85492 4.16574 0.07
H -1.85633 1.39016 3.36903 0.05
H -1.06290 -0.07980 3.95123 0.08
H 1.39374 -0.17336 3.17531 0.04
H 2.29995 0.99183 4.15035 0.04
F -7.28341 -1.51271 0.11635 0.15
C -6.17843 -0.79365 0.20491 -0.14
C -5.76374 -0.30804 1.42869 -0.14
F -6.47808 -0.57652 2.51766 0.14
C -4.61638 0.45198 1.50848 -0.24
F -4.24420 0.89466 2.70415 0.10
C -3.84841 0.75723 0.38654 -0.52
S -2.39084 1.72091 0.51978 0.70
C -4.29708 0.24982 -0.82558 -0.23
F -3.62313 0.50511 -1.94496 0.10
C -5.43793 -0.52105 -0.92596 -0.14
F -5.82291 -1.00318 -2.10343 0.13
C 4.37366 0.71894 -1.48483 -0.27
P 2.73556 -0.01589 -1.78972 0.80
C 2.61994 0.04186 -3.61702 -0.27
C 2.98017 -1.78535 -1.42018 -0.38
C 3.39604 -2.12519 -0.12389 -0.11
C 3.54563 -3.45836 0.23353 -0.08
C 3.27602 -4.46707 -0.68927 -0.10
C 2.83602 -4.13731 -1.96234 -0.09
C 2.68206 -2.80127 -2.32804 -0.10
H 4.52768 0.80057 -0.40963 -0.01
H 4.37588 1.72781 -1.90029 0.05
H 5.17270 0.13075 -1.93605 0.05
H 3.42401 -0.52878 -4.08728 0.05
H 2.69182 1.08650 -3.91956 0.04
H 1.65867 -0.35329 -3.94960 0.02
H 3.57787 -1.33680 0.60194 0.07
H 3.86551 -3.71285 1.23880 0.10
H 3.39868 -5.50671 -0.40776 0.10
H 2.61048 -4.92188 -2.67684 0.10
H 2.31398 -2.56168 -3.32027 0.09
N -2.41214 -0.94764 -6.64951 0.17
C -2.05416 -0.67337 -5.59170 -0.16
C -1.55080 -0.31199 -4.27887 -0.22
C -1.39463 -1.27692 -3.29536 -0.01
C -0.84865 -0.89461 -2.08118 -0.15
N -0.45456 0.35772 -1.83362 -0.07
C -0.64342 1.29116 -2.77279 -0.14
C -1.19585 1.00205 -4.00738 -0.01
H -1.70069 -2.29991 -3.47317 0.13
H -0.71554 -1.60485 -1.27270 0.11
H -0.33353 2.29652 -2.51166 0.12
H -1.36336 1.78239 -4.73733 0.13
```

Highest occupied orbital energy (spin up / spin down) in eV: -6.09 / -6.09
Energy relative to the best compared isomer or geometry (same formula, charge and spin) in kcal per mole: 48.55



Record 4
# C8H11BClF5NO4P

An isolated ion of composition C8H11BClF5NO4P and charge -2 (the ωB97M-V functional and the def2-TZVPD basis, the OMol25 dataset).

XYZ file:
```
32
Properties=species:S:1:pos:R:3:lowdin_charge:R:1
N 1.84728 -2.57443 1.59222 -0.25
P 2.33222 -1.72616 0.13166 0.83
O 1.30830 -2.56862 -0.93880 -0.39
B 1.50677 0.09273 0.23766 -0.73
C 0.76114 0.42727 -1.19703 -0.17
C -0.66774 -0.11562 -1.35587 -0.21
C -1.67894 0.84354 -0.72335 -0.09
C -3.11801 0.44562 -0.83562 -0.44
F -3.93383 1.50941 -0.54005 0.08
F -3.45807 0.08109 -2.10924 0.09
C -3.62142 -0.69178 0.07836 -0.55
F -2.91336 -1.80716 -0.06255 0.18
F -3.61882 -0.31570 1.35415 0.17
F -4.91309 -0.99507 -0.23958 0.11
C 2.86721 1.07602 0.36821 -0.21
C 2.58630 2.47068 0.74917 -0.77
O 2.09203 3.34959 0.12735 0.02
Cl 3.29634 2.95150 2.41115 0.45
C 0.47973 0.24352 1.50683 -0.68
O 0.58423 1.27832 2.22135 -0.10
O -0.42269 -0.64865 1.64098 -0.12
H 0.85848 -2.78261 1.45073 0.00
H 1.79433 -1.87654 2.33438 0.00
H 1.70379 -3.43881 -1.04642 0.00
H 0.75318 1.52044 -1.33083 0.09
H 1.37225 0.01213 -2.01412 0.08
H -0.73390 -1.09364 -0.87790 0.09
H -0.91766 -0.25161 -2.41770 0.10
H -1.62476 1.81456 -1.23362 0.13
H -1.43911 1.00357 0.33191 0.12
H 3.62165 0.64792 1.03008 0.06
H 3.29615 1.11850 -0.64350 0.10
```

Highest occupied orbital energy in eV: -0.22
Charge: -2



| no. | F_max (eV/Å) |
| --- | --- |
| 1 | 3.5 |
| 2 | 0.7 |
| 3 | 2.2 |
| 4 | 0.3 |